one.
DFT (ωB97M-V/def2-TZVPD) results for a structure of composition C3H5NO2S.

The geometry in XYZ format:
```
12
Properties=species:S:1:pos:R:3:lowdin_charge:R:1
C -0.45 -1.53 0.83 -0.10
C -0.47 -0.74 -0.46 -0.10
C 0.72 -1.01 0.10 -0.03
N -0.41 1.76 -1.34 -0.16
O 1.57 1.36 0.18 -0.28
O -0.64 1.44 1.15 -0.25
S 0.20 1.36 0.04 0.54
H -0.90 -1.17 1.74 0.09
H -0.61 -2.59 0.76 0.09
H -1.09 -0.44 -1.26 0.10
H 1.76 -0.76 -0.05 0.11
H 0.31 2.33 -1.68 -0.01
```

Computed properties:
- HOMO-LUMO gap (eV) = 9.851
- HOMO (eV) = -9.984
- multiplicity = 1
- charge = 0

***

two.
DFT (ωB97M-V/def2-TZVPD) results for a cluster of 2 separate species, C3H5NO2S in total.

The geometry in XYZ format:
```
12
Properties=species:S:1:pos:R:3:lowdin_charge:R:1
C -0.73 0.87 1.30 -0.06
C 0.01 1.45 -0.76 -0.16
C 1.08 1.61 0.30 -0.17
N 0.73 1.17 1.42 0.05
O -1.06 1.15 0.09 -0.10
O -0.46 -2.06 -0.46 -0.58
S -0.45 -3.66 -0.29 0.68
H -0.16 2.41 -1.27 0.14
H 0.42 0.53 -1.31 0.16
H 2.14 2.05 0.19 0.15
H -1.30 -1.74 -0.38 -0.04
H -0.22 -3.79 1.18 -0.07
```

Computed properties:
- HOMO-LUMO gap (eV) = 9.345
- HOMO (eV) = -9.275
- multiplicity = 1
- charge = 0

***

three.
DFT (ωB97M-V/def2-TZVPD) results for the molecule C3H5NO2S.

The geometry in XYZ format:
```
12
Properties=species:S:1:pos:R:3:lowdin_charge:R:1
C -0.02 -1.37 -0.70 -0.04
N 0.51 -0.02 0.03 -0.06
C 0.79 0.94 -1.12 -0.17
O 1.29 0.50 -2.20 0.01
O -0.75 0.45 0.64 -0.27
C -0.70 0.64 2.02 -0.59
S -1.60 2.01 2.51 0.61
H 0.72 -1.68 -1.32 0.00
H -0.88 -1.16 -1.52 0.14
H -0.11 -2.43 -0.09 0.13
H 0.62 2.02 -0.71 0.17
H 0.12 0.08 2.45 0.07
```

Computed properties:
- HOMO-LUMO gap (eV) = 8.596
- HOMO (eV) = -9.252
- multiplicity = 1
- charge = 0
- SMILES = CN(C=O)OC=S

***

four.
DFT (ωB97M-V/def2-TZVPD) results for the molecule C3H5NO2S.

The geometry in XYZ format:
```
12
Properties=species:S:1:pos:R:3:lowdin_charge:R:1
O 2.72 -0.78 0.15 -0.26
S 1.63 0.08 0.16 0.67
O 1.68 1.50 0.11 -0.27
C 0.16 -0.64 0.70 -0.35
C -1.10 0.09 0.53 -0.17
C -0.79 0.40 -0.94 -0.12
N 0.38 -0.67 -0.82 -0.11
H 0.48 -1.79 1.08 0.19
H -1.18 0.98 1.17 0.12
H -2.00 -0.51 0.63 0.11
H -1.56 -0.01 -1.65 0.13
H -0.42 1.35 -1.13 0.07
```

Computed properties:
- HOMO-LUMO gap (eV) = 10.502
- HOMO (eV) = -9.771
- multiplicity = 1
- charge = 0
- SMILES = O=S1(=O)[C@H]2CCN21

***

Most stable structure: four

***

one.
DFT (ωB97M-V/def2-TZVPD) results for the molecule C3H5NO2S.

The geometry in XYZ format:
```
12
Properties=species:S:1:pos:R:3:lowdin_charge:R:1
C 0.54 -1.42 0.59 0.01
C 0.86 -0.06 -0.10 -0.36
O 0.19 0.03 -1.33 -0.03
N -1.03 0.60 -0.92 0.05
C -0.79 1.51 0.07 -0.88
S -1.80 2.58 0.81 0.67
O 0.38 1.07 0.61 -0.02
H 0.94 -1.51 1.64 0.10
H 0.91 -2.23 -0.01 0.07
H -0.56 -1.44 0.67 0.09
H 1.90 0.05 -0.28 0.14
H -1.55 0.82 -1.75 0.15
```

Computed properties:
- HOMO-LUMO gap (eV) = 9.537
- HOMO (eV) = -8.947
- multiplicity = 1
- charge = 0
- SMILES = C[C@H]1ONC(=S)O1

***

two.
DFT (ωB97M-V/def2-TZVPD) results for the molecule C3H5NO2S.

The geometry in XYZ format:
```
12
Properties=species:S:1:pos:R:3:lowdin_charge:R:1
C -2.75 -0.46 -0.63 -0.01
N -1.86 -0.10 0.30 -0.01
O -0.56 0.01 -0.34 -0.29
C 0.38 0.93 0.39 -0.47
S 1.90 0.86 -0.62 0.96
C 2.66 -0.49 0.21 -0.59
O 3.66 -1.01 -0.34 -0.09
H -3.60 -0.89 -0.19 0.03
H -2.55 -0.64 -1.79 0.13
H 0.47 0.70 1.58 0.14
H 0.18 1.99 0.20 0.05
H 2.07 -0.90 1.23 0.15
```

Computed properties:
- HOMO-LUMO gap (eV) = 10.590
- HOMO (eV) = -9.966
- multiplicity = 1
- charge = 0
- SMILES = C=NOCSC=O

***

Most stable structure: one